Molecular formula: C7H14FN4O
Method: DFT, wB97M-V/def2-TZVPD

Its charge is +1. The calculation puts the orbital gap at 10.56 eV. The highest occupied orbital energy comes out at -14.0 eV. Its LUMO energy is -3.47 eV.

Each line ends with the Löwdin charge.
Element x y z (Å)
C: -1.790 -4.009 -0.489  -0.0753
C: -0.697 -3.038 -1.063  -0.1628
C: -1.113 -1.526 -1.010  -0.2241
F: -2.223 -1.261 -0.228  0.0192
C: 0.051 -0.645 -0.508  -0.0599
N: 1.324 -0.921 -0.246  0.0847
N: 2.116 0.085 0.151  0.1676
C: 1.273 1.129 0.177  -0.1803
C: 1.797 2.513 0.567  -0.0592
C: 0.781 3.415 1.362  -0.2720
O: 1.445 4.333 2.213  -0.0413
N: 0.015 0.699 -0.223  -0.0203
N: -1.121 1.475 -0.345  0.1465
H: -2.816 -3.591 -0.535  0.0819
H: -1.805 -4.969 -1.049  0.0855
H: -1.508 -4.257 0.558  0.0857
H: -0.504 -3.315 -2.126  0.1241
H: 0.260 -3.201 -0.515  0.0971
H: -1.347 -1.220 -2.059  0.1677
H: 1.762 -1.832 -0.359  0.1783
H: 2.697 2.335 1.202  0.1373
H: 2.169 3.080 -0.317  0.1382
H: 0.157 3.977 0.624  0.1249
H: 0.104 2.746 1.944  0.1190
H: 1.410 3.954 3.106  0.1066
H: -1.200 1.916 -1.258  0.1326
H: -1.236 2.127 0.424  0.0986